58
Properties=species:S:1:pos:R:3:forces:R:3 method="wB97M-V/def2-TZVPD" smiles="Cc1cccc(N(C(=O)c2ccco2)[C@@H](C(=O)NC2CCCC2)c2cccnc2)c1C" e_above_lowest_ev=1.200 lumo_energy_ev=0.601 multiplicity=1 fmax_ev_per_a=1.307 orbital_gap_ev=9.50
C 2.5932 -0.2262 3.6536 -0.005 -0.026 -0.032
C 2.7112 -0.2054 2.1602 0.082 0.036 -0.058
C 3.9242 0.1094 1.5646 -0.053 -0.025 0.040
C 4.0600 0.1409 0.1887 -0.022 -0.026 -0.170
C 2.9672 -0.1288 -0.6098 -0.001 -0.106 0.133
C 1.7459 -0.4389 -0.0252 0.495 0.131 0.379
C 1.6003 -0.4947 1.3609 -0.011 0.111 -0.287
C 0.2869 -0.8414 1.9928 0.012 -0.009 -0.004
H 0.4250 -1.5725 2.7872 -0.036 -0.051 0.063
H -0.1652 0.0496 2.4296 -0.102 0.026 0.064
H -0.4106 -1.2512 1.2670 -0.077 0.006 0.047
N 0.6259 -0.6555 -0.8756 0.046 0.018 -0.128
C 0.1671 -1.8792 -1.2207 0.009 0.239 -0.057
O -0.8788 -2.0237 -1.8545 0.106 -0.288 -0.053
C 0.9421 -3.0572 -0.8236 -0.610 -1.114 -0.309
C 0.5871 -4.3707 -1.0219 0.068 0.862 0.062
C 1.6362 -5.1469 -0.4917 0.413 0.227 0.213
C 2.5512 -4.2561 -0.0125 -0.147 -0.755 -0.085
O 2.1437 -2.9981 -0.2061 0.169 0.149 0.030
H 3.4990 -4.3919 0.4705 0.135 0.096 0.071
H 1.7028 -6.2150 -0.4698 0.083 -0.214 0.039
H -0.3128 -4.7110 -1.4905 -0.203 0.010 -0.109
C -0.1032 0.5191 -1.3715 -0.303 0.304 -0.164
C 0.8040 1.6833 -1.6401 -0.051 0.170 -0.113
C 1.3827 2.4388 -0.6246 0.030 0.269 -0.146
C 2.2027 3.5013 -0.9669 -0.076 -0.134 0.022
C 2.4246 3.7633 -2.3092 0.075 0.100 0.167
N 1.8782 3.0546 -3.2826 0.186 0.217 -0.532
C 1.0875 2.0512 -2.9523 -0.207 -0.323 0.326
H 0.6599 1.5041 -3.7845 -0.117 -0.133 -0.004
H 3.0656 4.5752 -2.6273 0.067 0.096 0.072
H 2.6624 4.1096 -0.2035 0.055 0.064 0.053
H 1.1863 2.2120 0.4102 0.001 -0.027 0.050
H -0.5695 0.2037 -2.3142 0.114 0.091 0.210
C -1.2487 0.8877 -0.3794 0.263 -0.343 -0.494
O -1.1891 1.8576 0.3464 0.038 0.382 0.277
N -2.2428 -0.0053 -0.4586 -0.283 -0.325 -0.138
H -2.0972 -0.7777 -1.1070 0.166 0.218 0.038
C -3.5115 -0.0895 0.2535 -0.107 -0.153 0.271
C -3.7706 1.0469 1.2432 0.165 0.116 0.016
H -2.8625 1.3919 1.7269 -0.068 -0.059 0.106
H -4.4697 0.6938 2.0034 -0.070 -0.061 -0.006
C -4.4273 2.1256 0.3906 -0.077 -0.041 0.098
H -4.9306 2.8830 0.9890 0.022 0.095 -0.008
H -3.6667 2.6141 -0.2186 0.050 0.072 -0.007
C -5.3950 1.3310 -0.4841 -0.008 0.114 -0.032
H -6.3186 1.1476 0.0672 -0.049 0.021 -0.021
H -5.6501 1.8574 -1.4024 -0.101 0.002 -0.016
C -4.6756 0.0020 -0.7625 -0.107 -0.104 0.014
H -4.2754 -0.0208 -1.7759 -0.003 -0.075 -0.010
H -5.3528 -0.8441 -0.6545 -0.013 -0.053 -0.054
H -3.5132 -1.0613 0.7636 -0.032 0.139 -0.051
H 3.0481 -0.1040 -1.6861 -0.017 0.017 -0.095
H 5.0115 0.3821 -0.2599 0.090 0.029 -0.045
H 4.7767 0.3322 2.1900 0.077 0.026 0.087
H 2.3657 -1.2314 4.0083 -0.036 -0.044 0.106
H 3.5220 0.0976 4.1158 0.032 0.017 0.063
H 1.7911 0.4318 3.9844 -0.056 0.023 0.114